Record 1
Density functional theory data (ωB97M-V with the def2-TZVPD basis set) for a molecular structure, C19H27N2O4SeSi2V at a distorted geometry.

The geometry in XYZ format:
```
56
Properties=species:S:1:pos:R:3
V 1.08 0.70 0.30
O -0.42 2.98 3.35
C 0.20 2.52 2.25
O 0.24 1.29 2.01
C 0.94 3.38 1.40
C 1.19 4.76 1.44
C 2.00 5.32 0.49
C 2.59 4.50 -0.51
C 2.31 3.17 -0.51
N 1.49 2.62 0.43
C 2.82 2.10 -1.44
O 3.60 2.31 -2.35
O 2.35 0.92 -1.10
H -0.97 2.25 3.68
H 0.73 5.36 2.22
H 2.21 6.38 0.50
H 3.25 4.90 -1.26
Se -1.48 2.29 -0.36
C -2.95 1.10 -0.44
C -3.30 0.29 0.64
C -4.40 -0.55 0.55
N -5.19 -0.65 -0.52
C -4.85 0.12 -1.55
C -3.77 0.99 -1.57
H -2.70 0.31 1.55
H -4.66 -1.18 1.40
H -5.48 0.04 -2.43
H -3.56 1.59 -2.45
C 2.45 -3.43 0.42
Si 1.37 -2.12 1.25
C 0.55 -2.94 2.74
C 2.63 -0.85 1.94
C 0.16 -1.23 0.20
Si -0.34 -1.76 -1.53
C -0.38 -0.37 -2.81
C 0.78 -3.06 -2.32
C -2.08 -2.50 -1.47
H 3.19 -3.79 1.14
H 2.98 -3.04 -0.45
H 1.86 -4.28 0.10
H 1.27 -3.41 3.40
H -0.16 -3.70 2.40
H -0.01 -2.20 3.32
H 3.35 -1.37 2.58
H 2.17 -0.08 2.56
H 3.23 -0.36 1.16
H -0.77 -1.11 0.77
H 0.63 -0.04 -3.06
H -0.94 0.50 -2.46
H -0.86 -0.74 -3.72
H 1.81 -2.72 -2.40
H 0.41 -3.24 -3.34
H 0.77 -4.02 -1.79
H -2.81 -1.74 -1.21
H -2.15 -3.29 -0.72
H -2.36 -2.92 -2.44
```

## Properties
Energy ... -5075.27702 hartree
Total charge ... -1
2S+1 ... 2
HOMO energy (alpha / beta) ... -3.761 / -3.871 eV

Record 2
Density functional theory data (ωB97M-V with the def2-TZVPD basis set) for C19H27N3O3 in the gas phase at a distorted geometry.

The geometry in XYZ format:
```
52
Properties=species:S:1:pos:R:3
C 5.78 3.28 -0.59
C 6.06 1.76 -0.55
C 4.76 1.08 -0.75
C 3.55 1.16 0.46
N 2.33 0.32 0.41
N 1.31 0.96 -0.42
C 0.46 0.07 -0.30
C -0.86 -0.16 -0.92
C -1.74 -1.02 -0.85
C -3.01 -1.36 -1.18
O -3.58 -2.28 -1.57
N -3.63 0.08 -1.23
C -5.19 0.05 -1.54
C -5.96 0.63 -0.17
C -5.62 2.13 -0.03
C -5.31 2.00 1.68
C -4.91 0.32 1.91
O -5.77 -0.35 0.77
C -1.14 -2.12 -0.22
C 0.24 -2.44 0.22
C 0.94 -1.21 0.10
C 2.28 -0.84 0.42
O 3.37 -1.44 1.38
C 3.33 -2.82 1.26
C 3.38 -3.45 0.00
H 5.11 3.59 -1.56
H 5.15 3.72 0.09
H 6.72 3.82 -0.70
H 6.74 1.29 -1.27
H 6.37 1.62 0.32
H 4.88 -0.11 -0.78
H 4.16 1.08 -1.83
H 4.22 0.93 1.36
H 3.36 2.18 0.45
H -1.32 0.92 -1.11
H -3.32 0.82 -0.62
H -5.57 -0.86 -1.57
H -5.37 0.67 -2.28
H -7.08 0.47 -0.31
H -6.36 2.67 -0.01
H -4.73 2.14 -0.32
H -4.64 2.47 2.17
H -6.28 1.89 2.26
H -5.14 0.05 2.77
H -3.84 0.27 1.64
H -1.68 -2.99 -0.20
H 0.61 -3.32 0.43
H 2.38 -3.33 1.79
H 4.10 -3.03 1.82
H 4.51 -3.36 -0.41
H 3.37 -4.58 0.31
H 2.57 -3.38 -0.72
```

## Properties
Energy ... -1129.53443 hartree
SMILES ... CCCCn1nc2cc(C(=O)NC[C@@H]3CCCO3)ccc2c1OCC
Total charge ... 0
HOMO energy ... -7.678 eV

Record 3
Density functional theory data (ωB97M-V with the def2-TZVPD basis set) for C19H27N3O5 in the gas phase.

The geometry in XYZ format:
```
54
Properties=species:S:1:pos:R:3
C -5.35 -1.52 0.55
O -5.00 -0.24 1.04
C -3.91 0.43 0.57
C -3.76 1.70 1.12
C -2.71 2.53 0.76
C -1.80 2.11 -0.19
C -0.65 2.98 -0.63
N 0.59 2.22 -0.63
C 1.66 2.79 -1.42
C 2.39 3.91 -0.68
N 2.91 3.35 0.54
C 2.38 2.29 1.18
O 2.91 1.79 2.16
C 1.01 1.80 0.70
C 0.98 0.27 0.83
C 1.96 -0.41 -0.10
O 2.90 0.13 -0.64
N 1.68 -1.72 -0.35
C 2.62 -2.61 -1.01
C 3.29 -3.51 0.03
C 2.20 -4.22 0.84
C 1.24 -3.18 1.40
O 0.68 -2.39 0.36
C -1.94 0.85 -0.75
C -2.97 -0.01 -0.38
O -3.11 -1.27 -0.91
C -2.09 -1.77 -1.74
H -4.58 -2.26 0.78
H -5.52 -1.50 -0.53
H -6.27 -1.78 1.07
H -4.49 2.01 1.85
H -2.62 3.51 1.22
H -0.83 3.31 -1.65
H -0.60 3.88 0.02
H 2.38 1.99 -1.63
H 1.25 3.15 -2.37
H 3.20 4.31 -1.28
H 1.69 4.73 -0.45
H 3.82 3.65 0.88
H 0.30 2.19 1.43
H -0.03 -0.11 0.66
H 1.28 0.02 1.86
H 3.34 -1.98 -1.52
H 2.07 -3.21 -1.74
H 3.94 -4.23 -0.46
H 3.90 -2.89 0.70
H 2.64 -4.79 1.66
H 1.65 -4.91 0.20
H 0.37 -3.64 1.89
H 1.75 -2.53 2.12
H -1.21 0.54 -1.47
H -2.40 -2.78 -1.99
H -1.13 -1.80 -1.22
H -1.99 -1.19 -2.66
```

## Properties
Energy ... -1280.61772 hartree
SMILES ... COc1ccc(CN2CCNC(=O)[C@@H]2CC(=O)N2CCCCO2)cc1OC
Total charge ... 0
HOMO energy ... -7.918 eV

Record 4
Density functional theory data (ωB97M-V with the def2-TZVPD basis set) for C19H27N5O5S2 in the gas phase at a distorted geometry.

The geometry in XYZ format:
```
58
Properties=species:S:1:pos:R:3
C -1.64 4.80 -6.59
N -1.22 3.43 -6.80
C -1.69 2.50 -5.78
C -0.92 2.62 -4.46
N 0.51 2.52 -4.67
S 1.08 0.94 -4.73
O 2.42 0.98 -5.24
O 0.14 0.04 -5.34
C 1.13 0.59 -2.97
C 0.29 -0.36 -2.42
C 0.32 -0.59 -1.06
C 1.20 0.13 -0.26
C 1.23 -0.11 1.17
N 2.00 0.53 2.01
O 1.71 0.00 3.23
C 0.78 -0.94 3.04
C 0.26 -1.73 4.18
C -1.27 -1.81 4.12
C -1.76 -2.48 5.42
N -0.81 -3.44 5.93
S 0.10 -2.94 7.26
C -0.80 -3.76 8.59
O 1.41 -3.51 7.17
O -0.02 -1.52 7.45
C -0.05 -4.12 4.90
C 0.85 -3.15 4.12
N 0.45 -1.05 1.79
C 2.05 1.09 -0.83
C 2.01 1.31 -2.19
C 1.01 3.41 -5.70
C 0.21 3.27 -6.99
H -2.73 4.82 -6.55
H -1.32 5.39 -7.44
H -1.26 5.26 -5.68
H -2.76 2.67 -5.61
H -1.55 1.49 -6.17
H -1.20 1.81 -3.78
H -1.12 3.58 -3.97
H -0.38 -0.90 -3.08
H -0.32 -1.32 -0.60
H 0.56 -1.24 5.11
H -1.56 -2.39 3.25
H -1.70 -0.82 4.03
H -2.72 -2.98 5.25
H -1.89 -1.72 6.20
H -1.82 -3.40 8.58
H -0.75 -4.82 8.41
H -0.32 -3.50 9.53
H -0.77 -4.61 4.24
H 0.55 -4.88 5.39
H 1.85 -3.14 4.57
H 0.93 -3.48 3.09
H 2.73 1.63 -0.18
H 2.65 2.04 -2.66
H 2.06 3.15 -5.86
H 0.95 4.44 -5.31
H 0.54 3.99 -7.73
H 0.37 2.26 -7.38
```

## Properties
Energy ... -2186.51165 hartree
SMILES ... CN1CCN(S(=O)(=O)c2ccc(-c3noc(C4CCN(S(C)(=O)=O)CC4)n3)cc2)CC1
Total charge ... 0
HOMO energy ... -8.141 eV

Record 5
Density functional theory data (ωB97M-V with the def2-TZVPD basis set) for a molecular structure, C19H27N7S2V.

The geometry in XYZ format:
```
56
Properties=species:S:1:pos:R:3
V -0.32 -0.16 0.52
N -1.06 0.30 -1.52
C -1.17 1.76 -1.67
C -0.12 2.47 -0.83
N -0.21 2.07 0.59
C -1.41 2.65 1.25
C -2.16 1.65 2.13
N -2.31 0.37 1.42
C 1.03 2.36 1.33
C 1.10 1.60 2.65
N 0.83 0.16 2.44
H -0.32 -0.08 -2.10
H -1.94 -0.15 -1.78
H -2.18 2.05 -1.37
H -1.06 2.09 -2.71
H -0.23 3.56 -0.94
H 0.87 2.18 -1.18
H -2.09 2.99 0.47
H -1.14 3.53 1.84
H -3.12 2.09 2.42
H -1.61 1.45 3.05
H -3.01 0.43 0.68
H -2.63 -0.36 2.04
H 1.13 3.44 1.52
H 1.85 2.04 0.69
H 0.37 1.99 3.35
H 2.09 1.78 3.09
H 0.57 -0.28 3.32
H 1.66 -0.31 2.10
N -1.41 -3.30 0.69
C -0.90 -2.25 0.60
N 8.97 -0.80 -3.65
C 7.92 -0.72 -3.18
C 6.61 -0.63 -2.60
C 6.00 0.61 -2.45
C 4.74 0.70 -1.89
C 4.06 -0.45 -1.47
C 4.69 -1.69 -1.63
C 5.95 -1.78 -2.19
C 2.76 -0.36 -0.88
C 1.65 -0.30 -0.36
H 6.52 1.51 -2.77
H 4.27 1.67 -1.77
H 4.16 -2.58 -1.31
H 6.42 -2.75 -2.31
S -4.47 -0.15 -1.28
C -4.90 -1.50 -0.38
N -4.14 -2.53 -0.07
C -4.66 -3.47 0.91
C -6.18 -3.40 0.78
S -6.50 -1.67 0.31
H -3.13 -2.51 -0.19
H -4.33 -3.18 1.91
H -4.28 -4.47 0.71
H -6.69 -3.63 1.71
H -6.54 -4.05 -0.01
```

## Properties
Energy ... -2863.89660 hartree
Total charge ... 0
2S+1 ... 4
HOMO energy (alpha / beta) ... -6.915 / -8.146 eV